Here is the ion C2H11N4O with charge +1 from the OMol25 dataset. Energies are from ωB97M-V with the def2-TZVPD basis set.

Output
**ΔE to the lowest compared entry with this formula, charge and spin**: 384.3 kJ/mol
**HOMO energy**: -0.5174 hartree
**SMILES**: C[C@](N)(O)N(N)[NH3+]
**Kohn-Sham gap**: 10.8 eV

Geometry as ORCA input:
```
! RIJCOSX wB97M-V def2-TZVPD def2/J DEFGRID3
* xyz 1 1
C 1.472 -1.202 -0.357
C 0.547 0.007 -0.073
N 0.871 1.246 -0.750
N -1.556 -1.156 0.417
N -0.926 -0.291 -0.368
N -1.712 1.227 -0.108
O 0.493 0.344 1.500
H 2.276 -0.825 -1.096
H 0.907 -2.068 -0.634
H 1.994 -1.474 0.531
H 0.796 1.142 -1.754
H 1.833 1.581 -0.593
H -1.119 -1.271 1.400
H -2.501 -1.481 0.224
H -1.050 1.748 -0.666
H -1.705 1.344 0.901
H -2.657 0.915 -0.371
H 1.013 1.117 1.525
*
```



Here is a cluster of 6 separate species, C30H78N6O9 in total from the OMol25 dataset. Energies are from ωB97M-V with the def2-TZVPD basis set.

Output
**ΔE to the lowest compared entry with this formula, charge and spin**: 130.6 kJ/mol
**HOMO energy (alpha / beta)**: 0.0263 / -0.2463 hartree
**Expectation value of S²**: 0.75
**Kohn-Sham gap (alpha / beta)**: 1.7 / 9.0 eV

Geometry as ORCA input:
```
! RIJCOSX wB97M-V def2-TZVPD def2/J DEFGRID3
* xyz -1 2
C -5.603 -0.129 -0.881
C -6.126 0.613 -2.141
C -5.438 1.973 -2.475
O -5.781 2.568 -3.650
C -4.869 3.347 -4.373
N -6.057 -0.249 -3.351
H -6.361 -0.622 -0.273
H -5.253 0.579 -0.130
H -4.936 -0.945 -1.158
H -7.176 0.876 -2.012
H -4.362 1.886 -2.319
H -5.700 2.622 -1.639
H -4.927 4.410 -4.139
H -5.214 3.292 -5.406
H -3.855 2.959 -4.275
H -5.968 0.538 -3.979
H -5.088 -0.524 -3.282
C -2.608 5.781 1.690
C -2.990 4.282 1.405
C -1.864 3.493 0.663
O -1.426 4.037 -0.628
C -2.266 3.967 -1.711
N -3.157 3.799 2.739
H -3.184 6.031 2.581
H -2.765 6.368 0.785
H -1.547 5.782 1.940
H -3.901 4.165 0.819
H -2.085 2.438 0.501
H -0.971 3.452 1.286
H -3.178 4.530 -1.515
H -2.517 2.960 -2.043
H -1.818 4.459 -2.574
H -2.879 2.833 2.843
H -2.319 4.214 3.121
C 3.555 2.642 0.253
C 4.361 1.402 0.585
C 4.482 0.993 2.082
O 5.051 2.102 2.868
C 6.398 2.444 2.566
N 3.903 0.351 -0.246
H 3.701 3.527 0.871
H 2.491 2.438 0.376
H 3.497 3.004 -0.773
H 5.376 1.616 0.252
H 5.139 0.130 1.971
H 3.572 0.662 2.582
H 6.569 2.786 1.546
H 7.098 1.612 2.654
H 6.602 3.293 3.219
H 2.939 0.158 -0.014
H 3.875 0.746 -1.175
C 0.208 2.606 -3.993
O -0.952 1.841 -4.338
C -0.746 0.594 -4.871
C -2.151 -0.028 -4.918
N -2.561 -0.884 -3.757
C -1.804 -2.125 -3.768
C -2.280 -3.021 -2.569
O -1.609 -4.271 -2.641
C -1.770 -5.134 -1.471
H 0.726 2.138 -3.155
H -0.237 3.565 -3.728
H 0.880 2.769 -4.835
H 0.042 0.215 -4.221
H -0.262 0.627 -5.847
H -2.301 -0.713 -5.752
H -2.973 0.680 -5.021
H -3.455 -1.245 -4.056
H -0.729 -1.960 -3.838
H -2.076 -2.852 -4.533
H -3.360 -3.170 -2.595
H -1.876 -2.537 -1.680
H -2.790 -5.497 -1.342
H -1.518 -4.622 -0.543
H -1.085 -5.981 -1.508
C -1.012 0.665 -1.212
O -0.691 0.129 0.083
C -1.296 -1.112 0.402
C -0.880 -1.423 1.889
N -1.398 -0.647 2.980
C -0.838 0.674 3.058
C 0.675 0.655 3.452
O 0.783 -0.304 4.548
C 2.032 -0.897 4.692
H -2.080 0.683 -1.429
H -0.461 0.123 -1.980
H -0.532 1.639 -1.112
H -0.944 -1.988 -0.142
H -2.382 -1.118 0.307
H 0.198 -1.578 1.936
H -1.339 -2.410 1.956
H -1.082 -1.100 3.825
H -1.429 1.159 3.835
H -0.943 1.382 2.236
H 0.895 1.653 3.831
H 1.359 0.454 2.628
H 2.331 -1.270 3.713
H 2.111 -1.716 5.407
H 2.858 -0.214 4.891
C 5.402 -3.725 4.994
O 4.223 -4.443 4.985
C 4.163 -5.543 4.051
C 4.266 -4.911 2.675
N 3.284 -3.763 2.570
C 3.758 -2.765 1.626
C 3.775 -3.493 0.221
O 2.609 -3.635 -0.653
C 2.161 -2.543 -1.282
H 5.514 -2.822 4.393
H 6.237 -4.352 4.681
H 5.740 -3.265 5.923
H 3.242 -6.123 4.106
H 4.874 -6.348 4.237
H 4.122 -5.662 1.898
H 5.279 -4.547 2.500
H 3.107 -3.374 3.485
H 4.741 -2.367 1.876
H 3.042 -1.947 1.545
H 4.089 -4.536 0.274
H 4.543 -3.128 -0.461
H 1.150 -2.737 -1.642
H 2.765 -2.452 -2.184
H 2.240 -1.644 -0.671
*
```



Here is the molecule C3H7NOS2 from the OMol25 dataset. Energies are from ωB97M-V with the def2-TZVPD basis set.

Output
**ΔE to the lowest compared entry with this formula, charge and spin**: 7.0 kJ/mol
**HOMO energy**: -0.3211 hartree
**SMILES**: NC(=O)CCSS
**Kohn-Sham gap**: 9.2 eV

Geometry as ORCA input:
```
! RIJCOSX wB97M-V def2-TZVPD def2/J DEFGRID3
* xyz 0 1
S 0.412 3.001 2.441
S 0.798 0.983 2.176
C 0.214 0.802 0.466
C -0.101 -0.658 0.131
C -0.387 -0.802 -1.364
N -0.891 -2.030 -1.704
O -0.101 0.035 -2.188
H 1.676 3.385 2.646
H 1.021 1.120 -0.190
H -0.669 1.408 0.280
H 0.815 -1.226 0.310
H -0.938 -1.040 0.713
H -0.844 -2.772 -1.028
H -1.003 -2.205 -2.688
*
```



Here is a structure of composition C34H52BFN9O2PbSbSi from the OMol25 dataset. Energies are from ωB97M-V with the def2-TZVPD basis set.

Output
**ΔE to the lowest compared entry with this formula, charge and spin**: 0.0 kJ/mol
**HOMO energy**: -0.2551 hartree
**Kohn-Sham gap**: 7.3 eV

Geometry as ORCA input:
```
! RIJCOSX wB97M-V def2-TZVPD def2/J DEFGRID3
* xyz 0 1
Pb 0.087 0.097 0.045
C 3.376 1.805 0.361
C 2.548 2.411 -0.730
C 2.871 3.421 -1.643
C 1.746 3.576 -2.433
C 1.524 4.508 -3.579
N 0.818 2.702 -2.005
N 1.311 1.986 -0.963
B -0.645 2.521 -2.487
N -1.639 2.872 -1.355
N -1.723 2.102 -0.237
C -2.660 2.642 0.528
C -3.043 2.040 1.843
C -3.188 3.789 -0.090
C -2.511 3.898 -1.287
C -2.651 4.928 -2.362
N -0.899 1.064 -2.978
N -0.802 -0.029 -2.169
C -1.168 -1.096 -2.874
C -1.196 -2.466 -2.271
C -1.496 -0.696 -4.173
C -1.313 0.674 -4.198
C -1.510 1.622 -5.336
H 4.437 1.927 0.144
H 3.173 2.282 1.324
H 3.172 0.734 0.452
H 3.799 3.964 -1.723
H 2.439 5.066 -3.772
H 1.254 3.966 -4.485
H 0.726 5.221 -3.370
H -0.830 3.263 -3.410
H -2.453 1.147 2.052
H -2.886 2.752 2.658
H -4.098 1.761 1.851
H -3.960 4.445 0.281
H -3.443 5.625 -2.092
H -1.729 5.496 -2.497
H -2.902 4.479 -3.323
H -0.672 -2.494 -1.316
H -2.224 -2.799 -2.118
H -0.707 -3.181 -2.931
H -1.821 -1.321 -4.991
H -1.828 1.064 -6.215
H -2.268 2.372 -5.110
H -0.586 2.148 -5.578
C 4.593 -1.346 -1.820
Si 2.737 -1.489 -2.121
C 2.357 -0.029 -3.227
C 2.375 -2.961 -3.244
N 1.883 -1.551 -0.620
C 2.191 -2.572 0.260
C 3.035 -3.681 -0.017
C 3.290 -4.696 0.893
C 2.729 -4.684 2.163
C 1.910 -3.614 2.495
C 1.679 -2.625 1.569
F 0.871 -1.582 1.975
H 5.167 -1.815 -2.625
H 4.906 -1.798 -0.876
H 4.871 -0.287 -1.791
H 3.018 -0.169 -4.092
H 2.600 0.940 -2.785
H 1.331 -0.005 -3.602
H 3.211 -3.124 -3.932
H 1.494 -2.741 -3.855
H 2.187 -3.897 -2.713
H 3.499 -3.750 -0.991
H 3.943 -5.509 0.598
H 2.922 -5.475 2.875
H 1.448 -3.527 3.473
O -0.756 -5.080 5.245
C -2.145 -4.840 5.130
N -2.266 -4.043 3.932
C -3.458 -3.531 3.561
O -4.482 -3.754 4.188
C -3.466 -2.684 2.322
C -4.656 -2.503 1.633
C -4.658 -1.726 0.488
C -3.466 -1.148 0.075
N -2.324 -1.302 0.746
C -2.332 -2.047 1.848
H -0.596 -5.621 6.024
H -2.544 -4.285 5.981
H -2.712 -5.768 5.025
H -1.431 -3.923 3.383
H -5.555 -2.974 2.010
H -5.565 -1.567 -0.079
H -3.415 -0.529 -0.816
H -1.381 -2.110 2.369
C -0.144 2.404 5.508
Sb 0.321 1.332 3.701
C 0.581 3.153 2.579
C 2.389 1.049 4.202
H 0.638 3.141 5.696
H -0.212 1.722 6.356
H -1.101 2.915 5.393
H 1.396 3.733 3.013
H -0.346 3.727 2.645
H 0.784 2.963 1.522
H 2.888 2.017 4.266
H 2.885 0.428 3.455
H 2.450 0.547 5.168
*
```



Here is a cluster of 4 separate species, C2H13NO4 in total from the OMol25 dataset. Energies are from ωB97M-V with the def2-TZVPD basis set.

Output
**ΔE to the lowest compared entry with this formula, charge and spin**: 91.4 kJ/mol
**HOMO energy**: -0.3604 hartree
**SMILES**: NCCO.O.O.O
**Kohn-Sham gap**: 10.4 eV

Geometry as ORCA input:
```
! RIJCOSX wB97M-V def2-TZVPD def2/J DEFGRID3
* xyz 0 1
C 1.517 -1.082 -0.616
O 0.128 -1.162 -0.146
C 1.707 0.347 -1.085
N 1.344 1.290 -0.019
H 2.197 -1.436 0.162
H 1.615 -1.810 -1.422
H 0.317 -1.163 0.804
H 2.742 0.543 -1.447
H 1.085 0.553 -1.966
H 1.002 2.166 -0.390
H 2.116 1.505 0.597
H -2.214 -0.814 0.382
H -1.430 0.397 0.376
O -2.300 0.100 0.663
H -1.764 -0.929 2.623
H -0.593 -0.477 3.552
O -0.824 -1.080 2.828
H -2.852 1.190 -1.270
H -1.484 0.849 -1.584
O -2.309 1.011 -2.040
*
```



Here is a structure of composition C17H50F3LiO14 from the OMol25 dataset. Energies are from ωB97M-V with the def2-TZVPD basis set.

Output
**HOMO energy (alpha / beta)**: -0.4005 / -0.4005 hartree
**Expectation value of S²**: 0.75
**Kohn-Sham gap (alpha / beta)**: 7.3 / 3.9 eV

Geometry as ORCA input:
```
! RIJCOSX wB97M-V def2-TZVPD def2/J DEFGRID3
* xyz 1 2
Li -3.075 1.553 3.531
C -1.737 2.406 1.136
O -1.671 1.096 1.697
O -2.439 3.138 2.126
C -0.282 2.841 0.869
F 0.292 1.969 0.067
F -0.341 4.110 0.293
F 0.534 2.969 1.905
C -2.223 0.024 0.949
C -1.203 -1.119 1.257
H -1.075 -1.241 2.332
H -1.523 -2.069 0.827
H -0.292 -0.792 0.756
H -2.269 -0.024 -0.139
H -3.210 -0.210 1.347
H -2.352 2.506 0.241
C -3.510 -8.454 -1.766
O -3.234 -7.105 -1.987
C -3.222 -6.301 -0.887
C -2.538 -5.000 -1.219
O -1.250 -5.240 -1.625
C -0.320 -4.160 -1.543
H -2.677 -8.888 -1.215
H -3.438 -8.959 -2.729
H -4.496 -8.760 -1.415
H -2.760 -6.766 -0.016
H -4.245 -5.956 -0.734
H -2.546 -4.411 -0.302
H -3.122 -4.526 -2.008
H 0.669 -4.589 -1.706
H -0.367 -3.676 -0.567
H -0.552 -3.378 -2.266
C 1.835 -0.765 -1.283
O 2.357 -1.630 -0.320
C 3.097 -0.787 0.692
C 3.744 -1.740 1.714
O 2.773 -2.555 2.337
C 2.014 -2.037 3.389
H 1.324 -1.351 -2.047
H 2.639 -0.194 -1.746
H 1.169 -0.026 -0.838
H 2.329 -0.168 1.158
H 3.928 -0.282 0.200
H 4.369 -1.313 2.498
H 4.422 -2.281 1.053
H 2.616 -1.749 4.251
H 1.205 -2.725 3.635
H 1.421 -1.171 3.094
C 5.456 1.299 -3.506
O 5.570 2.414 -4.414
C 5.774 3.699 -3.859
C 4.435 4.419 -3.741
O 3.452 3.644 -3.012
C 3.544 3.484 -1.564
H 4.492 1.183 -3.012
H 6.173 1.442 -2.697
H 5.654 0.415 -4.113
H 6.411 4.303 -4.504
H 6.232 3.624 -2.872
H 4.080 4.573 -4.760
H 4.666 5.386 -3.294
H 2.848 2.700 -1.266
H 3.334 4.399 -1.011
H 4.519 3.045 -1.354
O -4.687 0.596 2.892
H -5.270 1.341 2.748
H -5.121 0.081 3.572
O -2.017 0.358 4.766
H -1.996 0.177 5.706
H -1.682 -0.442 4.361
O -0.382 5.831 2.449
H -0.523 5.306 1.661
H 0.567 5.827 2.574
O -0.579 3.815 4.793
H -0.916 3.428 5.601
H 0.233 3.338 4.619
O -5.182 3.166 1.057
H -5.629 2.978 1.883
H -4.272 3.324 1.307
C -3.053 2.021 -2.658
O -4.296 1.263 -2.446
H -2.130 1.444 -2.614
H -3.029 2.765 -3.455
H -3.169 2.574 -1.726
H -4.271 0.565 -3.106
*
```